# 1
The following is a quantum chemistry calculation of C23H51AgCl9O14P3 as an isolated structure, from the OMol25 dataset.

HOMO-LUMO gap (spin up / spin down) = 9.44 / 5.39 eV
energy above the lowest of the compared OMol25 structures with the same formula, charge and spin = 0.0 kJ/mol
spin multiplicity = 2
HOMO (spin up / spin down) = -12.18 / -12.18 eV
charge = +1

The geometry in XYZ format:
```
101
C23H51AgCl9O14P3 the ωB97M-V functional and the def2-TZVPD basis
H 19.17 -17.18 10.59
O 17.65 -7.98 13.64
C 18.73 -9.00 15.51
C 18.97 -9.93 5.85
H 27.48 -8.82 8.24
H 28.01 -9.77 11.13
H 21.39 -17.86 11.33
Cl 23.52 -7.89 11.54
H 19.52 -10.82 6.11
C 26.56 -11.41 4.47
H 18.55 -11.58 9.36
C 20.66 -11.85 9.05
H 18.83 -17.81 5.69
O 20.62 -16.45 9.35
H 15.05 -7.99 9.73
H 28.00 -10.80 5.93
O 21.80 -11.37 8.89
C 28.32 -9.46 10.13
H 14.24 -9.48 10.16
H 26.99 -12.18 6.45
Ag 22.75 -13.30 7.79
H 20.00 -14.48 11.37
P 20.76 -16.23 7.78
H 17.32 -9.47 9.94
H 28.95 -10.25 9.71
H 19.39 -8.15 15.69
Cl 18.61 -10.13 4.10
H 17.91 -13.04 5.91
O 16.38 -8.98 11.72
C 27.01 -11.25 5.89
C 16.36 -9.60 10.44
O 24.58 -11.87 7.91
H 17.73 -10.02 13.90
H 21.76 -18.67 5.64
H 28.97 -8.60 10.22
C 27.14 -9.25 9.19
H 21.60 -18.91 9.95
C 19.48 -11.02 9.43
C 19.02 -14.29 11.79
H 27.17 -12.11 3.91
O 19.32 -15.76 7.32
H 19.71 -7.81 8.71
O 26.44 -10.48 9.01
H 21.11 -6.95 9.35
C 23.25 -7.43 7.19
H 20.29 -19.24 11.22
O 16.72 -6.45 11.75
Cl 18.60 -15.70 12.77
H 19.62 -18.34 4.18
O 24.45 -9.32 8.08
P 25.34 -10.60 7.86
H 20.00 -14.14 6.15
O 20.52 -13.07 8.72
H 26.53 -10.45 3.95
Cl 22.15 -10.08 12.81
H 18.85 -6.21 10.40
C 20.85 -18.52 10.63
Cl 17.43 -9.74 6.70
H 25.50 -11.67 4.40
H 19.20 -9.92 15.86
Cl 24.84 -10.53 11.82
P 17.31 -7.74 12.10
O 18.70 -8.07 11.36
H 20.83 -8.52 9.91
H 26.45 -8.54 9.65
C 15.13 -9.08 9.68
C 19.92 -17.59 9.91
C 19.14 -14.81 6.27
H 19.57 -10.64 10.45
O 21.87 -15.30 7.46
Cl 19.05 -12.83 12.78
H 24.06 -6.78 6.86
C 19.65 -18.40 5.27
H 22.34 -7.12 6.68
C 18.38 -9.15 14.03
C 23.41 -8.94 7.16
H 19.30 -18.02 9.11
H 23.14 -7.09 8.22
Cl 19.92 -8.47 6.13
H 19.44 -10.13 8.81
C 17.93 -13.93 6.54
O 20.92 -17.71 7.23
H 20.09 -6.56 11.51
Cl 17.87 -14.21 10.45
H 22.50 -9.41 7.55
H 23.01 -9.94 10.60
H 15.11 -9.42 8.64
H 19.32 -9.28 13.48
C 23.33 -9.64 11.59
H 19.09 -15.27 5.28
H 23.62 -9.28 6.14
H 21.38 -17.11 5.21
H 17.90 -13.51 7.54
H 19.39 -19.42 5.56
C 20.98 -17.93 5.81
O 26.14 -10.27 6.55
H 16.21 -10.68 10.53
H 17.04 -14.55 6.40
C 19.47 -7.04 10.74
C 20.29 -7.62 9.62
H 17.84 -8.85 16.12
```

Atomic partial charges in e from the Löwdin method, atoms 1 to 8: H 0.06; O -0.16; C -0.06; C -1.51; H 0.12; H 0.07; H 0.09; Cl 0.57

# 2
The following is a quantum chemistry calculation of C23H51BaN2O7 as an isolated structure, from the OMol25 dataset.

HOMO-LUMO gap = 4.98 eV
HOMO = -9.87 eV
charge = +1

The geometry in XYZ format:
```
84
C23H51BaN2O7 the ωB97M-V functional and the def2-TZVPD basis
C -15.06 -14.30 3.64
C -15.43 -14.33 1.22
H -16.02 -13.87 8.58
H -18.47 -22.78 6.94
H -20.08 -19.46 9.31
O -14.88 -17.12 8.90
H -17.42 -12.50 1.93
H -16.00 -15.02 7.40
H -18.97 -13.55 1.03
C -16.43 -14.53 0.07
H -23.18 -21.39 8.84
C -17.67 -19.46 12.75
H -20.28 -19.32 6.46
H -21.74 -19.51 9.86
H -14.50 -14.24 7.87
O -18.21 -17.66 8.17
H -23.51 -21.45 7.19
C -19.32 -23.45 7.04
C -21.69 -23.77 6.43
N -20.98 -21.73 7.92
C -18.14 -15.57 1.74
C -18.18 -16.98 7.15
H -15.08 -13.32 0.98
H -21.55 -24.50 7.23
H -19.60 -16.35 7.76
H -17.32 -19.18 13.74
O -17.84 -15.14 4.05
O -18.86 -20.24 12.81
H -14.49 -14.88 1.30
H -15.86 -15.91 10.01
C -16.79 -12.78 2.78
H -20.13 -22.37 9.42
H -22.34 -21.14 5.11
H -23.63 -19.84 7.95
H -21.56 -24.30 5.48
H -19.01 -24.33 6.48
H -18.11 -15.72 -0.49
C -21.55 -20.42 7.79
C -20.38 -21.84 5.44
H -19.18 -17.06 2.90
O -17.27 -17.04 6.34
H -16.00 -12.02 2.84
C -20.61 -22.65 6.74
C -21.34 -20.73 5.28
H -17.07 -13.70 -0.20
H -16.91 -20.04 12.22
H -17.69 -18.05 10.98
O -19.28 -16.11 6.89
C -19.17 -14.41 1.67
H -18.99 -18.01 11.96
H -19.14 -23.74 8.08
H -14.50 -17.52 9.68
C -18.71 -16.94 1.92
H -17.81 -16.00 4.47
H -19.52 -17.03 1.20
C -17.91 -18.11 12.05
O -21.03 -22.36 9.07
H -14.19 -15.47 9.78
C -23.08 -20.78 7.93
C -21.28 -19.76 6.44
C -16.20 -14.20 2.64
H -17.03 -16.70 0.26
H -15.39 -13.84 4.58
H -21.93 -18.91 6.23
C -17.42 -15.68 0.36
H -22.65 -23.27 6.47
C -21.12 -19.42 8.97
N -17.18 -15.31 2.86
H -17.46 -17.32 12.65
H -20.60 -22.36 4.51
H -17.34 -12.77 3.72
H -18.77 -20.90 12.12
H -15.83 -14.75 -0.82
C -15.41 -14.71 8.26
Ba -16.01 -19.28 7.45
H -18.03 -17.78 1.76
H -20.19 -14.70 1.41
H -21.17 -20.23 4.33
H -21.17 -18.35 8.78
H -14.12 -13.76 3.49
C -15.08 -15.82 9.25
H -14.79 -15.31 3.93
H -19.18 -13.96 2.66
H -19.35 -21.52 5.26
```

Atomic partial charges in e from the Löwdin method, atoms 1 to 8: C -0.07; C -0.11; H 0.09; H 0.05; H 0.05; O -0.22; H 0.07; H 0.06

# 3
The following is a quantum chemistry calculation of a 3-piece molecular cluster, C23H51FNO overall, from the OMol25 dataset.

HOMO-LUMO gap = 10.68 eV
HOMO = -13.05 eV
charge = +1

The geometry in XYZ format:
```
77
C23H51FNO the ωB97M-V functional and the def2-TZVPD basis
H -3.15 3.70 -3.02
C 1.39 -7.06 -1.18
H -0.14 -0.36 -2.92
H 0.10 4.15 -0.61
H 2.95 2.82 5.48
C 2.19 3.03 2.74
C -1.81 1.12 -2.98
C -1.01 1.77 -0.83
H 0.94 1.92 -1.76
H -4.91 2.32 -2.56
H 0.20 1.22 -3.68
C -1.80 4.76 -1.65
C -0.43 -5.10 -2.80
H -2.04 5.67 -2.26
C 0.82 0.24 -0.53
H -5.61 1.69 -1.03
C 1.77 1.62 3.15
H 1.44 -7.89 -1.88
F 0.50 4.73 -2.51
C 2.66 1.77 5.57
H 3.28 -0.77 6.58
H -4.35 4.22 -1.17
H -0.10 5.89 -0.90
C 3.89 0.90 5.33
H -2.13 -4.15 -0.72
H 1.94 -7.36 -0.28
H -0.08 -5.92 -0.09
H -0.90 -7.19 -2.75
C -0.26 4.88 -1.36
C -2.20 2.14 -1.80
H 1.91 -6.21 -1.61
C -2.16 3.53 -2.54
H 0.35 -3.95 -1.13
H 0.03 -3.02 -2.58
H 4.27 1.05 4.32
O -5.06 3.63 -0.90
C 3.63 -0.59 5.56
H -1.40 3.47 -3.35
C -1.71 -3.40 -1.39
H 2.88 -0.98 4.87
H -2.43 -3.22 -2.20
H -2.42 0.21 -2.80
C 2.39 0.46 -0.54
C -0.28 0.73 -2.80
H 1.41 3.76 2.99
H -1.61 -2.47 -0.82
C 1.47 1.49 4.64
H -2.40 4.87 -0.72
C -0.36 -3.83 -1.95
H 3.12 3.34 3.23
H 1.08 0.49 4.83
H -0.87 2.39 0.09
H 4.68 1.22 6.01
H 0.55 -0.80 -0.80
H -3.24 1.98 0.12
C -0.90 -6.35 -2.05
H 0.66 2.18 4.90
H 2.74 0.43 -1.59
H 0.55 -5.28 -3.24
H -1.11 -4.93 -3.64
H -0.51 -7.60 -0.35
C -3.46 1.74 -0.95
H -2.02 1.49 -4.01
H -1.94 -6.22 -1.74
H -3.53 0.62 -1.01
H 2.32 1.64 6.60
C -4.81 2.33 -1.45
H 2.55 0.91 2.85
H 0.87 1.35 2.59
H -1.41 0.83 -0.36
N 0.23 1.24 -1.48
C -0.05 -6.73 -0.83
H 2.84 -0.33 0.09
H 4.54 -1.16 5.41
H 0.52 0.41 0.53
H 2.55 1.44 -0.03
H 2.36 3.08 1.66
```

Atomic partial charges in e from the Löwdin method, atoms 1 to 8: H 0.12; C -0.11; H 0.13; H 0.09; H 0.10; C -0.10; C -0.07; C -0.09